(1)
# C11H21N3O4

The molecule C11H21N3O4 in a non-equilibrium geometry (ωB97M-V/def2-TZVPD, the Open Molecules 2025 dataset).

strongest force on any atom = 2.572 eV Å⁻¹
E_HOMO = -9.509 eV
structure (SMILES) = CC(C)C[C@H](N)C(=O)N[C@@H](CCC(N)=O)C(=O)O
E_tot = -24409.6290 eV
energy relative to the best compared isomer or geometry (same formula, charge and spin) = 0.5949 eV

Structure (ORCA input):
```
! wB97M-V def2-TZVPD RIJCOSX def2/J DEFGRID3
* xyz 0 1
C 2.0265 0.7331 -1.1934
C 0.6359 0.2730 -1.0159
C 2.8931 0.5984 0.0760
C 2.9406 -0.7039 0.8482
C 3.7112 -0.5220 2.1731
C 3.6465 -1.7907 -0.0055
C -1.5563 0.7501 0.1146
C -2.1699 2.1112 0.4403
C -1.8568 -0.2258 1.2486
C -1.4732 -1.7011 0.9894
C -2.3943 -2.2774 -0.1163
H 1.7630 2.1943 -2.6152
H 1.6224 2.7904 -1.1314
H 2.3379 0.0543 -1.9779
H 3.9710 0.7467 -0.2154
H 2.7242 1.4206 0.7712
H 1.9488 -1.1015 1.0567
H 3.0864 0.0246 2.8885
H 4.6382 0.0101 1.9295
H 4.0285 -1.4915 2.6362
H 4.6968 -1.4842 -0.1009
H 3.6176 -2.7664 0.5016
H 3.2201 -1.9359 -1.0059
H 0.2306 1.6376 0.3990
H -2.0998 0.3802 -0.7781
H -1.2636 0.1078 2.1095
H -2.9458 -0.2372 1.4272
H -1.6708 -2.2102 1.9455
H -0.4293 -1.8368 0.7380
H -0.8841 -2.2465 -1.6059
H -2.4729 -2.8966 -1.9981
H -1.8776 3.9125 0.7405
N 2.1191 2.1009 -1.6786
N -0.1521 0.8923 -0.1181
N -1.8075 -2.6206 -1.2932
O 0.2855 -0.6296 -1.7561
O -3.3759 2.2857 0.4825
O -3.5612 -2.4411 0.0969
O -1.3206 3.1413 0.4968
*
```

Löwdin population analysis, charges in e, atoms 1 to 2: C -0.32; C -0.46

=====

(2)
# C18H8KN7O7Se

A structure of composition C18H8KN7O7Se in a non-equilibrium geometry (ωB97M-V/def2-TZVPD, the Open Molecules 2025 dataset).

strongest force on any atom = 1.115 eV Å⁻¹
E_HOMO = -8.497 eV
E_tot = -125223.9307 eV
energy relative to the best compared isomer or geometry (same formula, charge and spin) = 0.0000 eV

Structure (ORCA input):
```
! wB97M-V def2-TZVPD RIJCOSX def2/J DEFGRID3
* xyz 0 1
K -0.0558 0.2879 0.5378
Se 7.4813 -2.4498 -1.9885
N 6.3473 -1.2679 -2.6789
C 5.2667 -1.3068 -1.9467
C 4.0808 -0.4960 -2.2083
C 4.0190 0.3779 -3.2924
C 2.8794 1.1209 -3.4868
C 1.8357 0.9715 -2.5783
N 1.8761 0.1496 -1.5401
C 2.9813 -0.5898 -1.3498
C 3.0084 -1.5191 -0.1924
N 1.9157 -1.5864 0.5823
C 1.9172 -2.4075 1.6229
C 3.0010 -3.2157 1.9580
C 4.1248 -3.1563 1.1690
C 4.1392 -2.2972 0.0703
C 5.2984 -2.1973 -0.8115
N 6.4046 -2.8694 -0.6378
H 4.8698 0.4505 -3.9570
H 2.7849 1.8087 -4.3151
H 0.9251 1.5489 -2.6979
H 1.0127 -2.4213 2.2228
H 2.9475 -3.8664 2.8194
H 4.9998 -3.7587 1.3750
O -6.4420 -0.2296 5.0647
N -6.4314 0.7559 4.3490
O -7.3481 1.5506 4.2607
C -5.2825 0.9486 3.4799
C -5.2391 2.0416 2.6270
C -4.1565 2.2370 1.8125
C -3.0327 1.3261 1.7441
O -2.1149 1.3880 0.9085
C -3.1457 0.2523 2.7192
C -4.2400 0.0470 3.5240
N -2.0760 -0.7129 2.8399
O -2.3569 -1.8701 3.0754
O -0.9066 -0.3318 2.7295
N -4.1867 3.4281 0.9616
O -3.1333 3.8765 0.5619
O -5.2732 3.9446 0.7565
H -6.0569 2.7467 2.6025
H -4.2797 -0.7990 4.1950
*
```

Löwdin population analysis, charges in e, atoms 1 to 2: K 0.94; Se 1.13

=====

(3)
# C35H37ClFN5O

A cluster of 2 separate species, C35H37ClFN5O in total in a non-equilibrium geometry (ωB97M-V/def2-TZVPD, the Open Molecules 2025 dataset).

strongest force on any atom = 2.784 eV Å⁻¹
E_HOMO = -10.259 eV
E_tot = -61611.9703 eV
energy relative to the best compared isomer or geometry (same formula, charge and spin) = 5.0421 eV

Structure (ORCA input):
```
! wB97M-V def2-TZVPD RIJCOSX def2/J DEFGRID3
* xyz 2 1
Cl 2.8238 4.1733 6.8735
C 2.7596 2.4128 6.5549
N 2.2698 2.1181 5.1631
C 0.8485 2.6301 4.9522
C 0.3808 2.2597 3.5860
N 1.4582 1.4715 2.9386
F 0.9353 1.0960 1.5365
C 1.8047 0.2342 3.6579
C 2.2737 0.6223 5.0212
C 2.6643 2.3162 2.7391
C 3.1890 2.6903 4.0886
H 3.7718 2.0044 6.6774
H 2.0671 1.9579 7.2768
H 0.2300 2.1852 5.7422
H 0.8799 3.7107 5.1187
H -0.5183 1.6417 3.6038
H 0.2283 3.1405 2.9539
H 0.9037 -0.3775 3.7007
H 2.5780 -0.2760 3.0714
H 3.3004 0.2872 5.2124
H 1.6279 0.2143 5.8073
H 3.3781 1.7119 2.1695
H 2.3459 3.1855 2.1553
H 3.2336 3.7723 4.2526
H 4.1877 2.2764 4.2789
C 2.2989 0.8357 -0.6755
O 1.0033 0.1849 -0.7032
C 0.0759 0.5382 -1.5853
C 0.4165 1.4898 -2.6745
C 0.8606 0.9546 -3.8954
C 1.1420 1.7856 -4.9785
C 1.0004 3.1709 -4.8520
C 0.6034 3.7156 -3.6259
C 0.3417 2.8891 -2.5304
C -1.0188 -0.3461 -1.7232
N -1.7420 -0.5820 -2.8624
C -2.1154 0.2128 -3.9588
C -2.2614 -0.4667 -5.1724
C -2.4995 0.2670 -6.3324
C -2.7214 1.6470 -6.2438
C -2.6620 2.3022 -5.0038
C -2.4071 1.5751 -3.8444
N -2.2483 -1.8607 -2.8916
C -1.9552 -2.3916 -1.7296
C -2.4487 -3.6979 -1.2944
C -2.7205 -4.0516 0.0488
C -3.2328 -5.3118 0.3539
C -3.5390 -6.2169 -0.6708
C -3.2858 -5.8712 -2.0079
C -2.7600 -4.6187 -2.3189
N -1.1611 -1.5180 -0.9832
C -0.5099 -1.8723 0.2153
C -0.8792 -1.2430 1.3877
C -0.5207 -1.8452 2.5989
C 0.3763 -2.9163 2.5970
C 0.8612 -3.4408 1.3938
C 0.3971 -2.9167 0.1873
H 2.7450 0.4690 0.2521
H 2.8935 0.5357 -1.5462
H 2.1812 1.9267 -0.6340
H 0.9603 -0.1278 -3.9870
H 1.4514 1.3496 -5.9295
H 1.1788 3.8263 -5.7132
H 0.4788 4.7945 -3.5238
H 0.0220 3.2905 -1.5662
H -2.1495 -1.5517 -5.1689
H -2.5145 -0.2539 -7.2919
H -2.9398 2.2213 -7.1451
H -2.8205 3.3813 -4.9474
H -2.4094 2.0313 -2.8511
H -2.5127 -3.3358 0.8439
H -3.4032 -5.5885 1.3970
H -3.9770 -7.1897 -0.4261
H -3.5069 -6.5800 -2.8061
H -2.5746 -4.3282 -3.3536
H -1.4995 -0.3445 1.3518
H -0.9378 -1.4763 3.5396
H 0.7281 -3.3363 3.5447
H 1.5795 -4.2611 1.3878
H 0.7166 -3.3122 -0.7835
*
```

Löwdin population analysis, charges in e, atoms 1 to 2: Cl 0.71; C -0.46

=====

(4)
# FH2PS3

A cluster of 2 separate species, FH2PS3 in total in a non-equilibrium geometry (ωB97M-V/def2-TZVPD, the Open Molecules 2025 dataset).

strongest force on any atom = 1.574 eV Å⁻¹
E_HOMO = -9.682 eV
structure (SMILES) = FP=S.SS
E_tot = -44545.0590 eV
energy relative to the best compared isomer or geometry (same formula, charge and spin) = 1.1756 eV

Structure (ORCA input):
```
! wB97M-V def2-TZVPD RIJCOSX def2/J DEFGRID3
* xyz 0 1
F 0.6571 -4.2177 3.1185
P -0.4712 -3.6928 2.0290
S 0.4042 -0.2817 0.3414
S -1.6317 -2.5894 3.0324
S -1.3467 0.4203 1.1812
H -0.1573 -0.6146 -0.7777
H -1.7304 -0.7663 1.8148
*
```

Löwdin population analysis, charges in e, atoms 1 to 2: F -0.46; P 0.42

=====

(5)
# C7H12

A cluster of 2 separate species, C7H12 in total (ωB97M-V/def2-TZVPD, the Open Molecules 2025 dataset).

strongest force on any atom = 0.533 eV Å⁻¹
E_HOMO = -7.923 eV
structure (SMILES) = C/C=C1/C=CCC1.[H][H]
E_tot = -7451.3315 eV
energy relative to the best compared isomer or geometry (same formula, charge and spin) = 2.0999 eV

Structure (ORCA input):
```
! wB97M-V def2-TZVPD RIJCOSX def2/J DEFGRID3
* xyz 0 1
C -2.1617 -0.9316 0.8181
C -1.4507 -0.5896 -0.4293
C 0.1825 0.7957 -1.4783
C 1.0638 1.6703 -0.9960
C 1.6118 1.2402 0.3473
C 0.8545 -0.0635 0.6846
C -0.2023 -0.1337 -0.4211
H -3.0800 -0.3336 0.8639
H -2.3858 -1.9968 0.8533
H -1.5308 -0.6444 1.6635
H -2.0187 -0.5860 -1.3640
H -0.4255 0.8885 -2.3760
H 1.3075 -1.8146 -1.5370
H 1.2433 2.6452 -1.4318
H 2.6945 1.0773 0.3166
H 1.4125 1.9947 1.1150
H 0.5119 -0.0365 1.7277
H 1.5256 -0.9360 0.6563
H 0.9294 -2.3548 -1.1913
*
```

Löwdin population analysis, charges in e, atoms 1 to 2: C -0.10; C -0.14

=====

(6)
# C25H36N3O5S

The ion C25H36N3O5S with charge +1 in a non-equilibrium geometry (ωB97M-V/def2-TZVPD, the Open Molecules 2025 dataset).

strongest force on any atom = 1.028 eV Å⁻¹
E_HOMO = -11.229 eV
structure (SMILES) = COCC[NH+](CCOC)S(=O)(=O)c1ccc(C(=O)NC2CCN(Cc3ccccc3)CC2)cc1
E_tot = -52045.2548 eV
energy relative to the best compared isomer or geometry (same formula, charge and spin) = 1.8598 eV

Structure (ORCA input):
```
! wB97M-V def2-TZVPD RIJCOSX def2/J DEFGRID3
* xyz 1 1
C 0.6270 1.2206 2.1533
H -0.2607 0.8993 1.6133
H 0.3917 1.2999 3.2183
H 0.9396 2.2006 1.7792
O 1.6098 0.2296 1.9278
C 2.8366 0.4530 2.5846
C 3.8303 1.1230 1.6233
N 4.0371 0.2379 0.4686
H 3.2371 -0.4234 0.4192
C 5.2331 -0.6200 0.5294
C 4.9327 -1.9301 -0.2046
O 3.6221 -2.3055 0.1733
C 3.1752 -3.4940 -0.4482
H 3.8111 -4.3405 -0.1760
H 2.1642 -3.6667 -0.0860
H 3.1720 -3.3865 -1.5375
H 5.6591 -2.6981 0.0893
H 4.9883 -1.7904 -1.2916
H 5.4614 -0.8340 1.5762
H 6.0733 -0.0940 0.0724
S 4.0708 1.2483 -1.1467
O 4.3674 0.2642 -2.1231
O 4.9972 2.2727 -0.8281
C 2.3827 1.7779 -1.1748
C 2.0649 3.0885 -0.8652
C 0.7288 3.4473 -0.8471
C -0.2602 2.5033 -1.1180
C 0.0917 1.2034 -1.4764
C 1.4251 0.8356 -1.5030
H 1.7304 -0.1584 -1.7868
H -0.6627 0.4820 -1.7498
C -1.6958 2.9708 -1.0366
O -1.9848 4.1274 -1.2617
N -2.5603 2.0124 -0.6827
H -2.2844 1.0743 -0.4117
C -3.9837 2.2222 -0.5055
C -4.3446 2.1797 0.9817
C -3.9158 0.8370 1.5996
N -3.5808 -0.1250 0.5572
C -4.6657 -0.1993 -0.4141
C -4.7340 1.1026 -1.2312
H -5.7724 1.3972 -1.3754
H -4.2887 0.9610 -2.2165
H -5.6247 -0.3811 0.0968
H -4.4768 -1.0450 -1.0771
C -3.2325 -1.4330 1.1037
C -2.4982 -2.2386 0.0656
C -1.1908 -1.9046 -0.2679
C -0.5198 -2.5975 -1.2594
C -1.1433 -3.6394 -1.9254
C -2.4401 -3.9878 -1.5900
C -3.1135 -3.2888 -0.6026
H -4.1250 -3.5670 -0.3444
H -2.9296 -4.8034 -2.0995
H -0.6193 -4.1804 -2.6986
H 0.4955 -2.3281 -1.5136
H -0.6916 -1.1073 0.2662
H -2.5774 -1.2689 1.9648
H -4.1233 -1.9783 1.4531
H -4.7186 0.4538 2.2501
H -3.0251 0.9738 2.2213
H -5.4223 2.3129 1.0697
H -3.8629 3.0054 1.5048
H -4.2228 3.2004 -0.9306
H 0.4241 4.4600 -0.6290
H 2.8507 3.7985 -0.6600
H 3.4156 2.0667 1.2614
H 4.7828 1.3369 2.1087
H 3.2153 -0.5304 2.8813
H 2.7074 1.0656 3.4821
*
```

Löwdin population analysis, charges in e, atoms 1 to 2: C -0.07; H 0.07

=====

| no. | gap between HOMO and LUMO (eV) |
| --- | --- |
| 1 | 9.77 |
| 2 | 7.15 |
| 3 | 3.43 |
| 4 | 8.15 |
| 5 | 9.07 |
| 6 | 7.76 |